Entry 1:
Formula: C5H14NO
Source: the Open Molecules 2025 dataset
Level of theory: wB97M-V/def2-TZVPD

As for the HOMO energy: -14.85 eV. The HOMO-LUMO gap is 0.435 hartree. The calculation puts the total energy at -328.59302 Eh. For the energy above the lowest of the compared OMol25 structures with the same formula, charge and spin, the calculation gives 58.49 kcal per mole.

The geometry in ORCA input format:
```
! RIJCOSX wB97M-V def2-TZVPD def2/J DEFGRID3
* xyz 1 1
C -0.314 -1.860 0.291
N -0.637 -0.468 0.248
C -1.699 -0.225 -0.867
C 0.694 0.415 -0.026
C 1.687 -0.006 1.079
C 0.126 2.129 0.046
O 1.112 0.183 -1.241
H 0.308 -2.073 -0.597
H 0.264 -2.089 1.139
H -1.259 -2.376 0.199
H -1.114 -0.139 1.096
H -1.826 0.733 -1.319
H -1.353 -0.766 -1.789
H -2.526 -0.788 -0.471
H 2.041 -0.920 0.627
H 1.203 -0.196 2.034
H 2.563 0.573 1.267
H 0.858 2.547 0.703
H -0.876 1.992 0.410
H 0.204 2.613 -0.967
H 0.544 0.721 -1.861
*
```

Results of the Löwdin charge analysis, in e, for atoms 1 through 6: number 1, C, carries -0.0296; number 2, N, carries -0.1294; number 3, C, carries 0.0353; number 4, C, carries -0.4888; number 5, C, carries 0.0168; number 6, C, carries 0.0778

***

Entry 2:
Formula: C5H14NO
Source: the Open Molecules 2025 dataset
Level of theory: wB97M-V/def2-TZVPD

As for the HOMO energy: -13.56 eV. The HOMO-LUMO gap is 0.379 hartree. The calculation puts the total energy at -328.63632 Eh. For the energy above the lowest of the compared OMol25 structures with the same formula, charge and spin, the calculation gives 31.32 kcal per mole.

The geometry in ORCA input format:
```
! RIJCOSX wB97M-V def2-TZVPD def2/J DEFGRID3
* xyz 1 1
C 0.632 2.212 0.627
C 0.099 0.763 0.620
C -0.466 0.306 -0.712
C -1.932 0.605 -0.823
C -2.865 -0.329 -0.746
N 1.214 -0.193 1.021
H 0.419 2.682 -0.329
H 1.699 2.251 0.869
H 0.199 2.762 1.471
H -0.700 0.667 1.341
H 0.062 0.703 -1.594
H -0.349 -0.784 -0.877
H -2.194 1.638 -1.076
H -3.921 -0.194 -0.840
H -2.475 -1.330 -0.602
H 0.923 -1.154 0.875
H 2.034 -0.019 0.440
H 1.458 -0.031 1.995
H 2.450 -3.554 0.028
H 1.404 -2.841 -0.786
O 2.186 -2.653 -0.241
*
```

Results of the Löwdin charge analysis, in e, for atoms 1 through 6: number 1, C, carries -0.0107; number 2, C, carries -0.3172; number 3, C, carries -0.1901; number 4, C, carries -0.1816; number 5, C, carries 0.0412; number 6, N, carries 0.2163

***

Entry 3:
Formula: C5H14NO
Source: the Open Molecules 2025 dataset
Level of theory: wB97M-V/def2-TZVPD

As for the HOMO energy: -13.29 eV. The HOMO-LUMO gap is 0.364 hartree. The calculation puts the total energy at -328.58818 Eh. For the energy above the lowest of the compared OMol25 structures with the same formula, charge and spin, the calculation gives 61.53 kcal per mole.

The geometry in ORCA input format:
```
! RIJCOSX wB97M-V def2-TZVPD def2/J DEFGRID3
* xyz 1 1
C -0.260 -0.989 0.198
C -1.267 0.159 0.078
C -1.164 1.072 -1.134
C -0.240 1.993 -1.304
C -2.105 0.696 -2.204
N 1.119 -0.530 0.797
H -0.438 -1.907 0.836
H -0.206 -1.555 -0.764
H -1.432 0.888 0.882
H -2.260 -0.377 -0.068
H 0.473 2.075 -0.474
H -0.062 2.772 -1.946
H -2.450 -0.414 -2.136
H -3.075 1.202 -2.111
H -1.881 0.830 -3.212
H 1.841 -0.921 0.228
H 1.085 0.529 0.676
H 1.333 -0.849 1.756
H 4.351 -1.259 3.061
H 3.065 -1.655 3.844
O 3.575 -1.759 2.997
*
```

Results of the Löwdin charge analysis, in e, for atoms 1 through 6: number 1, C, carries -0.1039; number 2, C, carries -0.1661; number 3, C, carries -0.3760; number 4, C, carries 0.0758; number 5, C, carries -0.0661; number 6, N, carries 0.2021

***

Entry 4:
Formula: C5H14NO
Source: the Open Molecules 2025 dataset
Level of theory: wB97M-V/def2-TZVPD

As for the HOMO energy: -13.19 eV. The HOMO-LUMO gap is 0.364 hartree. The calculation puts the total energy at -328.63707 Eh. For the energy above the lowest of the compared OMol25 structures with the same formula, charge and spin, the calculation gives 30.85 kcal per mole.

The geometry in ORCA input format:
```
! RIJCOSX wB97M-V def2-TZVPD def2/J DEFGRID3
* xyz 1 1
C 0.383 -0.445 0.795
C 1.502 0.416 0.184
C 1.010 1.353 -0.913
C -0.194 2.873 0.689
C -0.138 2.261 -0.487
N -0.362 -1.170 -0.300
H -0.324 0.213 1.286
H 0.822 -1.239 1.385
H 1.941 0.935 1.029
H 2.177 -0.295 -0.277
H 0.712 0.846 -1.828
H 1.802 2.060 -1.172
H 0.462 2.628 1.515
H -0.897 3.699 0.798
H -0.926 2.449 -1.190
H 0.261 -1.818 -0.779
H -1.141 -1.736 0.071
H -0.834 -0.565 -0.972
H -2.198 -3.669 0.810
H -1.385 -4.594 -0.164
O -1.687 -3.689 -0.013
*
```

Results of the Löwdin charge analysis, in e, for atoms 1 through 6: number 1, C, carries -0.1303; number 2, C, carries -0.1787; number 3, C, carries -0.2016; number 4, C, carries 0.0174; number 5, C, carries -0.1839; number 6, N, carries 0.1847

***

Entry 5:
Formula: C5H14NO
Source: the Open Molecules 2025 dataset
Level of theory: wB97M-V/def2-TZVPD

As for the HOMO energy: -12.61 eV. The HOMO-LUMO gap is 0.335 hartree. The calculation puts the total energy at -328.57730 Eh. For the energy above the lowest of the compared OMol25 structures with the same formula, charge and spin, the calculation gives 68.36 kcal per mole.

The geometry in ORCA input format:
```
! RIJCOSX wB97M-V def2-TZVPD def2/J DEFGRID3
* xyz 1 1
C 0.090 1.066 -0.243
C -0.746 -0.107 -0.905
C -1.031 -1.336 -0.050
C -1.915 -1.403 0.913
C -2.565 -2.594 1.452
N 1.506 1.270 -0.964
H -0.478 1.984 -0.237
H 0.425 0.730 0.748
H -1.761 0.280 -1.267
H -0.216 -0.442 -1.726
H -0.792 -2.399 -0.220
H -2.228 -0.296 1.030
H -3.700 -2.618 1.576
H -2.519 -3.546 0.949
H -2.356 -2.723 2.607
H 2.136 1.848 -0.339
H 1.953 0.421 -1.183
H 1.451 1.753 -1.861
H 4.620 2.834 0.650
H 4.266 2.466 -0.894
O 3.861 2.811 -0.036
*
```

Results of the Löwdin charge analysis, in e, for atoms 1 through 6: number 1, C, carries -0.0534; number 2, C, carries -0.1602; number 3, C, carries -0.1611; number 4, C, carries -0.2113; number 5, C, carries -0.1155; number 6, N, carries 0.1859

***

Entry 6:
Formula: C5H14NO
Source: the Open Molecules 2025 dataset
Level of theory: wB97M-V/def2-TZVPD

As for the HOMO energy: -14.80 eV. The HOMO-LUMO gap is 0.432 hartree. The calculation puts the total energy at -328.64772 Eh. For the energy above the lowest of the compared OMol25 structures with the same formula, charge and spin, the calculation gives 24.17 kcal per mole.

The geometry in ORCA input format:
```
! RIJCOSX wB97M-V def2-TZVPD def2/J DEFGRID3
* xyz 1 1
C 1.258 2.280 -0.251
C 0.425 1.092 0.171
N 1.483 -0.009 0.314
C -0.633 0.776 -0.841
C -1.104 -0.688 -0.911
C -1.441 -1.396 0.391
O -0.244 -1.978 0.982
H 1.640 2.229 -1.290
H 2.121 2.522 0.360
H 0.706 3.244 -0.303
H -0.113 1.200 1.128
H 1.048 -0.966 0.329
H 2.013 0.170 1.181
H 2.066 0.096 -0.525
H -0.559 1.229 -1.831
H -1.492 1.392 -0.531
H -0.535 -1.331 -1.627
H -2.068 -0.723 -1.442
H -1.843 -0.729 1.166
H -2.114 -2.209 0.045
H -0.419 -2.483 1.804
*
```

Results of the Löwdin charge analysis, in e, for atoms 1 through 6: number 1, C, carries -0.0600; number 2, C, carries -0.3379; number 3, N, carries 0.2121; number 4, C, carries -0.1694; number 5, C, carries -0.1794; number 6, C, carries -0.2065

***

Entry 7:
Formula: C5H14NO
Source: the Open Molecules 2025 dataset
Level of theory: wB97M-V/def2-TZVPD

As for the HOMO energy: -14.37 eV. The HOMO-LUMO gap is 0.395 hartree. The calculation puts the total energy at -328.56688 Eh. For the energy above the lowest of the compared OMol25 structures with the same formula, charge and spin, the calculation gives 74.89 kcal per mole.

The geometry in ORCA input format:
```
! RIJCOSX wB97M-V def2-TZVPD def2/J DEFGRID3
* xyz 1 1
C -0.616 2.036 0.147
C 0.458 -1.500 -0.967
C 1.629 -0.307 0.808
C -0.703 -0.930 1.019
C -0.374 1.092 -0.972
N 0.411 -0.552 0.123
O -1.338 0.525 -1.640
H -0.389 3.068 -0.295
H -0.099 1.920 1.080
H -1.805 2.014 0.460
H 0.221 -2.484 -0.643
H -0.184 -1.289 -1.876
H 1.581 -1.477 -1.480
H 2.496 -0.307 0.174
H 1.465 0.623 1.428
H 1.781 -1.209 1.457
H -1.759 -1.059 0.616
H -0.467 -1.890 1.437
H -0.711 -0.179 1.810
H 0.473 1.295 -1.670
H -2.069 0.608 -1.015
*
```

Results of the Löwdin charge analysis, in e, for atoms 1 through 6: number 1, C, carries -0.0234; number 2, C, carries -0.0743; number 3, C, carries -0.0507; number 4, C, carries -0.0435; number 5, C, carries -0.2192; number 6, N, carries -0.3518

***

Entry 8:
Formula: C5H14NO
Source: the Open Molecules 2025 dataset
Level of theory: wB97M-V/def2-TZVPD

As for the HOMO energy: -14.98 eV. The HOMO-LUMO gap is 0.363 hartree. The calculation puts the total energy at -328.59407 Eh. For the energy above the lowest of the compared OMol25 structures with the same formula, charge and spin, the calculation gives 57.83 kcal per mole.

The geometry in ORCA input format:
```
! RIJCOSX wB97M-V def2-TZVPD def2/J DEFGRID3
* xyz 1 1
C -0.135 -1.962 1.916
C -0.915 -1.993 0.549
C -0.977 -0.585 -0.080
C 0.493 -0.230 -0.403
C 0.751 1.586 -2.085
N 0.386 0.373 -1.857
H -0.202 -3.018 2.436
H -0.545 -1.277 2.627
H 0.952 -1.751 1.879
H -1.901 -2.314 0.773
H -0.498 -2.798 -0.081
H -1.382 0.166 0.594
H -1.497 -0.498 -1.029
H 1.112 -1.116 -0.420
H 1.017 0.504 0.254
H 0.382 2.108 -2.962
H 1.583 2.049 -1.451
H 0.180 -0.320 -2.567
H 1.020 2.249 1.786
H -0.145 3.202 1.723
O 0.239 2.414 1.256
*
```

Results of the Löwdin charge analysis, in e, for atoms 1 through 6: number 1, C, carries -0.1007; number 2, C, carries -0.2347; number 3, C, carries -0.1695; number 4, C, carries -0.1072; number 5, C, carries 0.1687; number 6, N, carries 0.0543

***

Entry 9:
Formula: C5H14NO
Source: the Open Molecules 2025 dataset
Level of theory: wB97M-V/def2-TZVPD

As for the HOMO energy (alpha / beta): -20.33 / -19.41 eV. The HOMO-LUMO gap (alpha / beta) is 0.472 / 0.182 hartree. Its expectation value of S² is 0.754. The calculation puts the total energy at -328.04388 Eh. For the energy above the lowest of the compared OMol25 structures with the same formula, charge and spin, the calculation gives 90.12 kcal per mole.

The geometry in ORCA input format:
```
! RIJCOSX wB97M-V def2-TZVPD def2/J DEFGRID3
* xyz 2 2
C -0.705 -0.805 1.469
O -2.040 -0.803 1.673
C -0.704 -0.047 0.103
C 0.629 -0.445 -0.608
C 1.914 0.313 -0.150
C 0.350 -0.309 -2.036
N -0.916 1.488 0.405
H -0.188 -0.189 2.259
H -0.305 -1.808 1.484
H -2.194 -1.400 2.454
H -1.531 -0.369 -0.418
H 0.880 -1.583 -0.444
H 1.996 0.063 0.859
H 1.823 1.297 -0.499
H 2.859 -0.267 -0.432
H 1.170 0.345 -2.623
H 0.336 -1.214 -2.509
H -0.391 0.360 -2.406
H -1.318 1.967 -0.456
H -1.612 1.557 1.227
H -0.054 1.851 0.647
*
```

Results of the Löwdin charge analysis, in e, for atoms 1 through 6: number 1, C, carries -0.1470; number 2, O, carries 0.1087; number 3, C, carries -0.1309; number 4, C, carries -0.3215; number 5, C, carries 0.0088; number 6, C, carries 0.0008

***

Entry 10:
Formula: C5H14NO
Source: the Open Molecules 2025 dataset
Level of theory: wB97M-V/def2-TZVPD

As for the HOMO energy (alpha / beta): -18.93 / -18.69 eV. The HOMO-LUMO gap (alpha / beta) is 0.433 / 0.118 hartree. Its expectation value of S² is 0.753. The calculation puts the total energy at -328.06596 Eh. For the energy above the lowest of the compared OMol25 structures with the same formula, charge and spin, the calculation gives 76.27 kcal per mole.

The geometry in ORCA input format:
```
! RIJCOSX wB97M-V def2-TZVPD def2/J DEFGRID3
* xyz 2 2
C 2.124 -0.561 -0.416
C 0.546 0.044 -0.671
N -0.514 -0.444 0.328
C -0.604 0.790 1.383
C 0.377 1.799 0.887
C 0.446 1.553 -0.586
H 1.971 -1.358 0.323
H 2.607 0.306 0.037
H 2.608 -0.937 -1.321
H 0.260 -0.274 -1.707
H -0.256 -1.302 0.821
H -1.386 -0.633 -0.188
H -1.650 0.969 1.155
H -0.375 0.401 2.360
H -0.028 2.813 1.008
H 1.335 1.701 1.449
H 1.305 2.048 -1.064
H -0.481 1.892 -1.107
H -3.340 -2.725 -0.546
H -2.514 -3.505 -1.237
O -2.431 -2.578 -0.908
*
```

Results of the Löwdin charge analysis, in e, for atoms 1 through 6: number 1, C, carries 0.2067; number 2, C, carries -0.1213; number 3, N, carries 0.1331; number 4, C, carries -0.0024; number 5, C, carries -0.1391; number 6, C, carries -0.0913

***

Entry 11:
Formula: C5H14NO2
Source: the Open Molecules 2025 dataset
Level of theory: wB97M-V/def2-TZVPD

As for the HOMO energy: -2.76 eV. The HOMO-LUMO gap is 0.238 hartree. The calculation puts the total energy at -404.09459 Eh. For the energy above the lowest of the compared OMol25 structures with the same formula, charge and spin, the calculation gives 37.63 kcal per mole.

The geometry in ORCA input format:
```
! RIJCOSX wB97M-V def2-TZVPD def2/J DEFGRID3
* xyz -1 1
C 0.301 -0.062 -0.433
C -0.760 0.465 -1.491
C -1.317 -0.719 -2.228
C -0.228 1.505 -2.437
N -0.383 -1.008 0.502
C 0.476 -1.536 1.572
O 1.289 -0.728 2.200
H 1.078 -0.611 -1.029
H 0.778 0.794 0.236
H -1.723 0.996 -0.957
H -2.134 -0.999 -1.591
H -0.793 -1.617 -2.090
H -1.421 -0.766 -3.342
H -0.915 1.694 -3.270
H 0.022 2.376 -1.854
H 0.605 1.184 -3.019
H -1.217 -0.497 0.875
H -0.077 -2.127 2.351
H 1.060 -2.421 1.270
H 0.897 0.791 2.260
H 1.278 2.357 1.983
O 0.512 1.726 2.146
*
```

Results of the Löwdin charge analysis, in e, for atoms 1 through 6: number 1, C, carries -0.2040; number 2, C, carries -0.4419; number 3, C, carries -0.1328; number 4, C, carries -0.1234; number 5, N, carries -0.0617; number 6, C, carries -0.5742